Arrangement A

Computed, not measured: 3 unconnected molecules or ions with the total composition CH7NO2, with ωB97M-V/def2-TZVPD.

Computed properties:
highest occupied orbital energy = -10.2 eV
HOMO-LUMO gap = 0.396 Eh

Last column: natural (NBO) charge in e.
Element x y z (Å)
C -2.86 -1.82 0.03  -0.07
N -1.76 -1.93 -0.60  -0.56
H -3.73 -1.99 -0.61  0.15
H -3.08 -2.18 1.04  0.15
H -0.97 -1.87 0.05  0.33
H 1.34 0.82 0.94  0.46
H 0.34 0.82 -0.17  0.47
O 1.22 0.48 0.05  -0.93
H 3.51 2.82 0.39  0.45
H 2.53 2.49 -0.65  0.47
O 3.46 2.36 -0.47  -0.92

Arrangement B

Computed, not measured: 2 unconnected molecules or ions with the total composition CH7NO2, with ωB97M-V/def2-TZVPD.

Computed properties:
highest occupied orbital energy = -9.5 eV
HOMO-LUMO gap = 0.380 Eh

Last column: natural (NBO) charge in e.
Element x y z (Å)
C 2.07 0.18 -0.04  -0.25
H 2.21 0.60 0.98  0.18
H 1.94 0.98 -0.80  0.17
H 2.97 -0.40 -0.31  0.17
H 1.00 -1.23 -0.78  0.47
H -3.24 -0.42 0.84  0.44
H -1.92 1.23 0.14  0.32
H -1.12 -0.23 0.30  0.35
N -1.80 0.30 -0.24  -0.52
O 0.93 -0.67 0.02  -0.73
O -3.04 -0.34 -0.11  -0.58

It comes down to arrangement A, which is 0.939 eV more stable than the next structure.

Arrangement A

Computed, not measured: 2 unconnected molecules or ions with the total composition C5H11N4O, with ωB97M-V/def2-TZVPD.

Computed properties:
charge = +1
highest occupied orbital energy (alpha / beta) = -13.9 / -13.9 eV
HOMO-LUMO gap (alpha / beta) = 0.310 / 0.310 Eh

Last column: natural (NBO) charge in e.
Element x y z (Å)
C 2.29 2.68 1.88  0.42
C 1.65 0.52 0.68  -0.28
C 1.19 1.75 1.49  -0.24
C -0.21 0.03 -2.42  0.03
C -2.00 -1.29 0.23  -0.86
N 0.36 2.57 0.57  -0.05
N 0.14 1.94 -0.43  0.03
N 0.73 -0.06 -1.55  -0.22
N 0.74 0.67 -0.43  -0.13
O 3.33 2.71 1.33  -0.47
H 2.11 3.45 2.69  0.16
H 2.69 0.64 0.59  0.25
H 1.34 -0.46 1.09  0.24
H 0.49 1.62 2.37  0.27
H -1.11 0.51 -2.08  0.25
H -0.32 -0.73 -3.22  0.26
H -3.09 -1.18 0.46  0.25
H -1.50 -1.88 1.00  0.23
H -2.05 -1.81 -0.79  0.21
H -1.49 -0.33 0.06  0.18
H 1.72 -0.54 -1.84  0.47

Arrangement B

Computed, not measured: a gas-phase ion, C5H11N4O (charge +1), with ωB97M-V/def2-TZVPD.

Computed properties:
charge = +1
highest occupied orbital energy = -12.6 eV
HOMO-LUMO gap = 0.342 Eh

Last column: natural (NBO) charge in e.
Element x y z (Å)
C 1.26 -0.53 -2.88  0.88
C 0.23 0.24 -0.47  0.58
C -0.36 -2.59 -0.46  -0.36
C 0.82 1.05 1.79  -0.44
C -1.58 1.31 0.93  -0.43
N 0.58 -1.19 -2.13  -0.45
N 0.04 -1.09 -0.88  -0.28
N 0.71 1.10 -1.19  -0.71
N -0.33 0.54 0.92  -0.39
O 1.81 -0.17 -3.82  -0.45
H -1.46 -2.47 -0.22  0.23
H 0.23 -3.00 0.51  0.22
H 0.05 -3.08 -1.25  0.25
H 1.51 0.36 2.19  0.25
H 1.43 1.76 1.38  0.24
H 0.45 1.48 2.80  0.25
H -2.26 1.11 0.11  0.25
H -2.27 1.25 1.82  0.26
H -1.26 2.30 0.76  0.23
H 0.79 2.07 -1.13  0.42
H -0.38 -0.45 1.23  0.44

It comes down to arrangement B, which is 0.699 eV more stable than the next structure.